# 1
{
  "formula": "C32H37ClN4OSScSi",
  "method": "wB97M-V/def2-TZVPD",
  "molar_mass_g_mol": 634.2,
  "total_charge": 1,
  "e_homo_ha": -0.3551,
  "orbital_gap_ev": 6.23,
  "multiplicity": 1,
  "species": ["Sc", "Cl", "C", "C", "C", "C", "C", "C", "C", "H", "H", "H", "H", "H", "H", "O", "S", "C", "C", "C", "C", "H", "H", "H", "H", "H", "H", "H", "H", "C", "Si", "C", "C", "N", "C", "C", "C", "C", "C", "C", "H", "H", "H", "H", "H", "H", "H", "H", "H", "H", "H", "H", "H", "H", "N", "C", "C", "C", "C", "C", "C", "N", "C", "C", "C", "C", "N", "C", "C", "H", "H", "H", "H", "H", "H", "H", "H", "H"],
  "coordinates": [[0.202100, -0.235600, -0.465000], [3.727500, -5.583000, -2.100900], [3.345300, -3.960000, -1.672100], [3.686600, -2.921000, -2.525700], [3.388600, -1.620800, -2.175500], [2.723100, -1.319500, -0.977000], [2.380500, 0.057500, -0.570800], [2.379300, -2.399300, -0.138000], [2.691800, -3.699800, -0.472300], [4.193000, -3.134300, -3.453000], [3.681200, -0.815100, -2.835600], [2.875600, 0.796800, -1.215900], [2.706300, 0.221300, 0.474000], [1.877500, -2.185900, 0.812700], [2.441400, -4.518400, 0.183900], [-0.113900, 0.280600, 1.462300], [-1.078900, 0.605000, 2.581500], [-0.192800, 0.217700, 4.149100], [0.235600, 1.525800, 4.799800], [-0.749000, 2.597300, 4.340600], [-0.860300, 2.414400, 2.839900], [0.643100, -0.430500, 3.902000], [-0.905000, -0.329600, 4.761000], [1.237600, 1.797200, 4.463100], [0.259900, 1.436900, 5.885200], [-0.393300, 3.595800, 4.595700], [-1.723600, 2.452200, 4.807800], [0.068800, 2.680700, 2.335100], [-1.694200, 2.949300, 2.397900], [-3.682900, -3.476700, -0.726400], [-2.552600, -2.191900, 0.111600], [-3.586700, -0.598800, 0.455000], [-1.945900, -2.754000, 1.853400], [-1.222800, -1.635900, -0.845200], [-0.608900, -2.351700, -1.852600], [0.007500, -1.634000, -2.900000], [0.638300, -2.282500, -3.942400], [0.687600, -3.666400, -3.972500], [0.097400, -4.390400, -2.949100], [-0.547700, -3.752100, -1.910400], [-4.723600, -3.300800, -0.481800], [-3.446900, -4.490300, -0.427000], [-3.583900, -3.433100, -1.806200], [-4.234900, -0.750700, 1.309700], [-4.220700, -0.336100, -0.384900], [-2.939100, 0.251800, 0.679200], [-2.605000, -3.495000, 2.289400], [-1.926700, -1.902100, 2.529000], [-0.942800, -3.171700, 1.829300], [-0.059700, -0.536700, -2.894500], [1.077300, -1.707600, -4.745400], [1.190700, -4.169900, -4.781400], [0.147800, -5.467500, -2.964500], [-0.999800, -4.321600, -1.114700], [-4.114700, 5.208000, -2.636700], [-4.390900, 6.512200, -2.924100], [-5.514700, 7.143200, -3.432400], [-5.432800, 8.506900, -3.606700], [-4.270900, 9.224700, -3.291600], [-3.152700, 8.609900, -2.781500], [-3.210700, 7.228400, -2.586800], [-2.280400, 6.363400, -2.109100], [-2.828500, 5.170900, -2.150000], [-2.134400, 3.965300, -1.790200], [-2.677400, 2.688100, -1.972000], [-1.925900, 1.577700, -1.657000], [-0.672100, 1.646500, -1.180700], [-0.149900, 2.871600, -1.002600], [-0.827600, 4.035800, -1.280600], [-4.742400, 4.432700, -2.759300], [-6.407000, 6.592600, -3.680900], [-6.283000, 9.041200, -3.999800], [-4.260600, 10.290300, -3.456400], [-2.255800, 9.155200, -2.541500], [-3.667300, 2.552600, -2.377800], [-2.325600, 0.577300, -1.798000], [0.869000, 2.901100, -0.630900], [-0.375000, 5.002700, -1.139500]],
  "forces_ev_per_angstrom": [[0.3986, -0.1533, 0.1883], [0.0216, -0.2972, -0.1032], [-0.2236, 0.3357, 0.4479], [0.0092, 0.0120, 0.1580], [-0.1909, 0.0218, 0.2070], [0.4264, -0.4172, 0.2920], [0.4289, 0.3053, -0.1636], [-0.1440, 0.7591, -0.1186], [0.1875, -0.3915, -0.4048], [0.0847, -0.0519, -0.1096], [-0.0005, 0.0606, -0.0254], [-0.1718, -0.1104, 0.1990], [-0.1731, 0.0803, -0.2871], [0.1840, -0.1288, -0.0684], [-0.0448, -0.0932, 0.0613], [0.4559, -0.2709, -0.3497], [0.0349, 0.9394, 1.2103], [-0.1326, 0.0124, -0.1109], [0.0475, 0.2111, -0.0056], [0.1189, -0.1157, 0.1339], [-0.2076, -0.1847, 0.0327], [-0.0564, -0.1669, -0.1563], [-0.0757, -0.0939, 0.0090], [0.0143, -0.0293, 0.0372], [0.0275, -0.0645, -0.0315], [-0.1091, 0.0104, -0.0749], [-0.0440, 0.0498, 0.0856], [0.0128, -0.1289, -0.1040], [-0.0969, -0.0233, -0.1622], [0.6802, 0.4401, 0.2339], [-0.7131, 0.3952, 0.7807], [0.5259, -0.7122, -0.1498], [-0.1563, 0.1437, -0.8247], [-0.2494, -0.0255, 0.3710], [0.1361, -0.3062, -1.0737], [-0.3540, 0.1668, 0.5931], [0.1847, -0.2146, -0.2361], [0.0419, 0.3414, -0.1427], [-0.1136, -0.0348, 0.0555], [0.1000, 0.2000, 0.0428], [-0.2156, 0.1406, 0.1465], [0.1047, -0.2499, 0.1035], [0.0305, 0.0708, -0.2318], [-0.1806, -0.0396, 0.2684], [-0.0918, 0.0700, -0.2523], [-0.0518, 0.0266, -0.0552], [-0.1892, -0.1793, 0.1211], [-0.0652, 0.1068, 0.1099], [0.1536, -0.1367, -0.0944], [-0.1059, -0.1720, -0.2791], [0.0808, 0.0374, -0.0195], [0.0335, -0.0912, -0.1082], [-0.0205, -0.1587, 0.0164], [-0.0601, -0.1725, 0.1365], [0.1962, -0.3581, 0.1294], [0.5071, 0.6942, 0.1016], [-0.1902, 0.0721, -0.0756], [-0.0974, -0.1638, -0.0196], [0.1809, 0.1403, 0.0599], [-0.0597, -0.1049, -0.0013], [-0.9986, -0.2011, -0.3199], [0.6092, -0.6599, 0.3019], [-0.3334, 0.8897, -0.2477], [0.5266, -0.8982, 0.1860], [0.1421, 0.3309, 0.0465], [-0.1463, -0.1956, -0.1649], [-0.5479, 0.3494, -0.2193], [0.3069, 0.1586, 0.0959], [-0.3197, -0.1328, -0.1284], [0.0271, 0.0348, 0.0063], [-0.1629, -0.0379, -0.0558], [-0.1012, 0.0402, -0.0503], [0.0035, 0.1195, -0.0164], [0.1181, 0.1102, 0.0410], [-0.0770, -0.0967, -0.0094], [0.0462, 0.1100, 0.0191], [-0.0358, -0.0037, -0.0082], [0.1200, 0.0799, 0.0312]]
}

=====

# 2
{
  "formula": "C32H37F3O4",
  "method": "wB97M-V/def2-TZVPD",
  "smiles": "C=CC1=C(CCCCCC)C(=O)C(CCCF)=C(CCOC=O)C1=O.Fc1ccccc1.Fc1ccccc1",
  "molar_mass_g_mol": 542.6,
  "e_homo_ha": -0.2984,
  "orbital_gap_ev": 6.61,
  "multiplicity": 1,
  "species": ["C", "C", "C", "C", "C", "C", "C", "C", "C", "C", "C", "O", "C", "C", "C", "C", "F", "C", "C", "C", "O", "C", "O", "C", "O", "H", "H", "H", "H", "H", "H", "H", "H", "H", "H", "H", "H", "H", "H", "H", "H", "H", "H", "H", "H", "H", "H", "H", "H", "H", "H", "H", "F", "C", "C", "C", "C", "C", "C", "H", "H", "H", "H", "H", "F", "C", "C", "C", "C", "C", "C", "H", "H", "H", "H", "H"],
  "coordinates": [[-3.469666, -3.314937, 1.671979], [-3.484985, -1.887523, 1.552177], [-2.265272, -0.913235, 1.762273], [-2.487089, 0.500279, 1.812775], [-3.899677, 1.225810, 1.721330], [-4.601605, 1.172417, 0.282344], [-3.665637, 1.618141, -0.946599], [-3.774186, 0.557622, -2.178063], [-2.370288, 0.329567, -2.929534], [-1.717065, -1.102414, -2.513421], [-1.200136, 1.453386, 2.008508], [-1.405483, 2.601894, 2.508659], [0.288109, 0.952639, 1.630099], [1.370185, 2.095045, 1.378232], [1.994449, 2.124082, -0.100353], [3.613197, 2.120519, 0.099655], [4.320675, 1.648201, -1.057878], [0.513910, -0.445268, 1.593152], [1.954501, -1.039234, 1.274382], [1.871621, -2.483357, 0.526811], [0.863363, -2.358767, -0.546674], [0.456864, -3.674525, -0.939704], [-0.327164, -3.851864, -1.910932], [-0.740799, -1.391986, 1.935030], [-0.572026, -2.563064, 2.401666], [-3.696047, -3.973648, 0.750601], [-3.252598, -3.893701, 2.639838], [-4.497221, -1.405707, 1.284381], [-4.594096, 0.709478, 2.490587], [-3.878748, 2.331625, 2.047719], [-5.469646, 1.937845, 0.320397], [-5.091817, 0.173103, 0.019534], [-2.572782, 1.753382, -0.644357], [-4.066714, 2.609568, -1.383573], [-4.141729, -0.473038, -1.809714], [-4.534790, 0.889467, -2.974708], [-2.559839, 0.276132, -4.054905], [-1.658472, 1.202981, -2.683173], [-0.588895, -1.108925, -2.674648], [-2.181826, -1.970319, -3.108956], [-1.912307, -1.335064, -1.404928], [2.176268, 2.022577, 2.188559], [0.858104, 3.116988, 1.536671], [1.772417, 3.087685, -0.683915], [1.728547, 1.230122, -0.755096], [3.814456, 1.358269, 0.945578], [3.972856, 3.127318, 0.499121], [2.573127, -1.229941, 2.234371], [2.608305, -0.387615, 0.607387], [1.580658, -3.304195, 1.283863], [2.880372, -2.663413, 0.027873], [0.814444, -4.610338, -0.384171], [1.390688, 8.202224, 5.066396], [0.904986, 7.712189, 3.915082], [0.737089, 8.560304, 2.831553], [0.238458, 8.051443, 1.636736], [-0.096593, 6.702606, 1.542607], [0.071594, 5.861226, 2.638956], [0.580558, 6.367310, 3.830637], [0.995540, 9.608546, 2.926246], [0.110301, 8.704689, 0.780261], [-0.489808, 6.307356, 0.611217], [-0.194023, 4.811213, 2.565111], [0.726406, 5.725285, 4.691443], [4.272979, -5.949468, -0.830594], [3.957843, -6.284457, -2.093109], [4.828255, -7.076749, -2.824873], [4.498797, -7.427192, -4.130146], [3.307847, -6.972258, -4.691779], [2.444094, -6.172986, -3.948597], [2.767992, -5.831618, -2.640038], [5.754065, -7.414281, -2.373731], [5.168944, -8.053165, -4.709460], [3.053707, -7.242522, -5.711676], [1.518875, -5.815880, -4.388237], [2.103579, -5.217877, -2.044257]],
  "forces_ev_per_angstrom": [[0.0982, 0.8681, -0.1461], [1.0962, -0.9339, 0.4276], [-0.9630, 2.4542, 1.0680], [1.3050, -1.0717, -0.3427], [-0.4513, -0.4487, 0.6111], [-0.4097, 0.9085, -0.4175], [-0.8354, -0.3874, -0.9471], [0.3790, -0.2545, -0.2834], [-0.1102, -0.8720, 0.2297], [-0.1705, 0.3999, 0.1748], [-0.9709, 1.6416, 0.9350], [1.1363, -3.9082, -1.9767], [-0.6706, -1.5755, 0.0388], [-1.0096, 0.4359, 0.0138], [1.9123, 0.2307, -0.2542], [-1.0067, -1.2113, 1.1129], [-0.9764, 1.0999, 1.4519], [-0.7813, 2.3704, -0.0131], [-0.1047, -1.5539, 0.0275], [0.3100, 1.1805, 0.8084], [0.1691, -3.7643, 0.4632], [-2.8347, 0.5637, -3.2809], [3.2340, 0.9798, 3.8912], [-0.2302, -2.9452, 1.1399], [-0.1798, 4.2465, -1.8463], [-1.1893, 1.1879, 1.8569], [1.2025, 1.0782, -1.8722], [2.2260, -0.6533, -0.9666], [1.0437, 0.7744, -1.2270], [0.5576, -1.8676, -0.5019], [1.2855, -1.3239, 0.1236], [0.8812, 1.2789, 0.6063], [-1.4635, -0.2417, -0.3397], [0.9057, -1.3751, 0.9329], [0.5714, 1.5975, -0.3991], [0.9667, -0.2443, 1.4263], [0.4227, 0.3627, 1.4798], [-1.0374, -1.3885, -0.5102], [-1.5392, -0.0668, 0.1421], [0.7008, 1.4221, 0.8320], [0.3385, 0.4416, -1.5134], [-0.9830, -0.0071, -1.2185], [0.6701, -1.8018, -0.0291], [-0.1209, -1.4930, 0.9983], [0.1864, 1.1373, 1.0130], [-0.0247, 1.0873, -1.4329], [-0.2063, -1.2282, -1.1232], [-1.1615, 0.3937, -1.3587], [-1.3268, -0.4886, 0.9402], [0.4643, 1.3280, -1.3642], [-1.2819, -0.0143, 0.8236], [-0.0329, 1.7169, -0.1376], [0.0549, 0.0582, 0.1209], [-0.2879, -0.2967, -0.6673], [0.0585, 0.1729, 0.0364], [-0.0061, -0.2826, 0.1957], [0.0164, 0.0371, -0.0441], [0.0714, 0.2176, -0.0945], [0.0497, -0.0469, 0.1476], [0.0069, -0.0698, 0.0334], [0.0148, -0.0318, 0.1144], [0.0285, 0.0337, 0.1046], [-0.0327, 0.1174, 0.0875], [-0.0185, 0.0661, -0.0202], [0.0245, 0.0682, 0.1886], [-0.1933, -0.2242, -0.8168], [0.1576, -0.0517, 0.1167], [-0.2805, 0.2097, 0.0937], [0.0340, -0.0294, -0.0216], [0.2198, -0.1293, 0.0071], [-0.0063, 0.0808, 0.1594], [-0.0692, 0.0299, 0.0131], [-0.0393, 0.0740, 0.0888], [0.0216, 0.0360, 0.1170], [0.0771, -0.0178, 0.1097], [0.1072, -0.0865, -0.1366]]
}

=====

Sequential E output: -3444.4035, -1841.7999 hartree